Record 1
The following is a DFT calculation (ωB97M-V with the def2-TZVPD basis set) of a 2-piece molecular cluster, C2H5BrClN overall at a distorted geometry.

```
10
Properties=species:S:1:pos:R:3:mulliken_charge:R:1
Br -2.25 0.96 -0.31 -0.18
Cl 0.61 -2.54 0.51 -0.10
N 0.47 -1.28 -0.79 -0.33
C 0.79 0.00 -0.41 -0.55
C -0.61 1.01 0.75 -0.70
H -0.71 0.61 1.73 0.38
H -0.47 -1.46 -1.11 0.36
H 1.68 0.07 0.32 0.30
H 0.81 0.72 -1.16 0.43
H -0.31 1.92 0.48 0.39
```

Calculated values
- Gap between HOMO and LUMO: 9.023 eV
- Total charge: 0
- ΔE to the lowest compared entry with this formula, charge and spin: 348.4 kJ/mol


Record 2
The following is a DFT calculation (ωB97M-V with the def2-TZVPD basis set) of C60H152N8O16 as an isolated structure at a distorted geometry.

```
236
Properties=species:S:1:pos:R:3:mulliken_charge:R:1
O -0.78 4.27 0.44 0.41
O 1.99 4.71 1.42 0.07
O 2.42 -1.63 4.95 -0.63
O 2.61 2.43 -1.59 -0.63
O -0.54 -4.62 0.07 -0.54
O 0.31 -3.36 -4.82 -0.79
O 3.44 -0.95 1.22 -0.49
O 1.95 -1.89 0.04 0.10
O -4.73 3.42 -2.77 -0.52
O -4.89 1.24 2.29 -0.59
O -2.79 -4.40 5.40 -0.51
O -0.04 -1.55 -0.82 0.21
O -1.06 3.01 4.16 -0.59
O 1.60 3.75 -2.61 -0.22
O 2.01 -3.50 -4.37 -0.41
O 4.66 2.11 -1.40 -0.85
N -4.39 2.16 -2.28 0.90
N -0.24 -0.41 -0.10 -0.55
N 4.20 0.71 2.68 -0.30
N -2.84 6.48 -1.70 -0.78
N 4.23 2.60 3.58 -0.80
N -1.83 -4.53 4.41 0.46
N 3.51 -2.17 -1.28 0.71
N 0.19 -1.95 -4.52 1.30
C -0.35 -1.57 -7.12 -1.97
C -3.53 -0.20 -0.94 0.32
C -2.32 -2.24 -4.50 -1.90
C -1.19 -3.63 -0.63 -0.47
C -4.02 0.25 2.54 -0.74
C 4.61 0.48 4.98 -2.13
C -1.19 0.61 -4.94 -0.20
C 0.26 3.71 -2.03 0.55
C -1.80 5.18 0.14 -1.78
C -2.55 0.50 -1.83 -0.88
C -2.92 1.97 -2.10 1.58
C 3.40 2.87 2.44 -0.17
C -5.49 2.09 0.08 -0.81
C -1.69 5.69 -1.30 2.33
C 2.60 -0.72 3.84 1.65
C -3.50 -3.72 2.66 -2.20
C -6.80 1.57 -2.00 -2.18
C 1.62 -3.24 0.08 -1.31
C 0.18 -3.74 5.91 -0.69
C -1.98 -2.08 3.84 -0.59
C -5.39 1.51 -1.36 1.60
C -0.70 -0.69 1.30 2.21
C -0.96 -2.34 -2.37 -1.67
C 1.95 -1.31 -6.20 -2.43
C -0.11 1.80 1.67 -2.55
C -2.15 2.25 -3.45 -1.94
C 1.11 -2.02 5.28 0.35
C 2.47 -2.41 -2.24 -0.91
C -2.13 -3.52 3.31 1.06
C 2.21 1.97 2.59 -0.19
C 2.95 4.32 2.45 -2.06
C -1.14 0.71 1.87 0.30
C 2.48 -3.86 -5.67 -1.17
C -0.80 1.63 4.22 -1.17
C -0.47 6.56 -1.56 -1.47
C -0.53 -6.16 5.66 -2.05
C 0.31 -3.95 2.61 1.62
C 3.01 -2.99 -3.50 -1.19
C 2.18 0.41 -0.33 1.86
C -1.11 -1.71 -3.76 -0.52
C 0.62 0.72 -0.56 2.03
C -1.11 -3.74 2.10 0.24
C 0.33 -1.47 2.18 0.29
C 2.94 1.57 -2.67 -1.74
C -2.01 -1.45 1.18 -1.38
C -4.97 0.03 -1.38 -2.14
C 0.15 2.01 0.21 1.04
C -2.29 2.87 -1.03 -0.53
C -0.72 3.73 1.76 -0.52
C 1.60 -1.21 -2.39 2.41
C 4.10 -2.17 1.47 -0.89
C 0.44 -5.03 3.66 -2.35
C 0.39 0.97 -2.07 -0.10
C 2.56 5.29 0.28 -1.19
C 0.46 -1.17 -5.76 1.55
C 4.09 -0.24 3.73 0.77
C -1.32 -0.13 -3.66 -0.54
C 0.20 0.30 -5.52 -1.56
C 4.59 2.42 -0.03 -0.44
C -0.47 -4.78 4.87 1.40
H 0.69 -2.99 2.97 -0.57
H 1.87 4.66 -2.79 0.71
H -1.84 -2.43 0.73 -1.05
H 0.93 0.76 -4.85 -0.59
H -2.71 -0.99 0.48 -0.50
H 0.20 -1.17 -7.97 0.50
H -0.54 0.28 -3.01 -0.37
H -0.76 2.40 -0.25 -0.64
H -0.68 7.46 -0.98 0.49
H -1.71 -3.91 -1.54 1.00
H 0.86 -1.13 -1.59 -0.69
H -0.81 4.46 2.57 0.84
H -3.60 -4.74 2.30 0.56
H 1.25 2.28 2.17 -0.35
H 0.85 2.82 0.00 0.66
H -1.46 -4.58 1.51 1.04
H -0.31 3.51 4.50 0.46
H 4.38 1.54 5.12 0.40
H 4.38 -0.14 5.85 0.39
H -2.23 -3.29 -4.74 0.46
H -5.63 3.17 0.12 0.47
H 1.01 1.84 -2.29 0.32
H 2.04 1.86 3.66 1.50
H 2.37 -0.17 0.58 -0.31
H 5.06 3.17 3.55 0.27
H -2.59 1.61 -4.22 0.44
H 4.19 1.52 0.43 0.45
H 2.08 -2.37 -6.41 0.38
H 0.83 -1.78 -0.50 -0.24
H 5.60 2.69 0.30 0.45
H 1.95 0.16 3.81 -0.02
H 3.46 4.86 -0.15 0.38
H 1.74 -4.18 -6.40 0.35
H -4.78 3.29 -3.72 0.35
H 4.73 -1.06 3.40 -0.10
H 1.02 -1.35 -3.31 -0.91
H 0.45 6.11 -1.17 0.20
H -4.45 2.09 2.35 0.39
H 1.25 -3.45 -0.93 0.46
H 3.76 2.03 -1.72 1.92
H 3.40 -3.00 1.59 -0.03
H -3.81 -3.04 1.86 -0.19
H -2.42 -1.85 -5.51 0.35
H -1.94 0.43 -5.72 0.56
H 2.59 -0.25 -1.10 -0.24
H -0.45 -3.30 -2.36 1.85
H -2.78 4.77 0.36 0.58
H -1.23 2.66 -0.87 1.30
H 0.76 1.46 2.23 0.72
H -7.50 0.94 -1.46 0.44
H -3.27 0.22 0.03 0.75
H 0.95 -4.08 1.74 -0.82
H -1.19 1.68 -4.70 -0.62
H -3.19 -2.13 -3.85 0.36
H 4.00 3.27 0.31 -0.78
H 2.43 -3.96 0.18 0.69
H -2.41 -1.98 4.83 0.79
H -1.87 -2.43 -1.77 1.02
H 0.64 -1.18 5.80 0.10
H -6.38 1.68 0.57 0.38
H -1.77 4.83 -1.97 -0.54
H -1.29 0.64 2.95 0.05
H -0.37 6.94 -2.57 0.41
H 2.67 -1.17 0.70 -0.72
H -4.30 -0.74 2.19 0.23
H -3.43 -5.08 5.16 0.40
H -1.16 -5.35 0.14 0.68
H 3.73 2.14 -3.16 0.69
H -0.46 2.69 2.20 -0.53
H -2.70 2.71 -0.03 -0.38
H -2.11 1.08 1.53 -0.09
H -0.38 -1.75 -1.66 0.58
H -2.26 3.33 -3.61 1.57
H 3.48 1.41 2.83 0.64
H 0.23 -5.99 3.17 0.50
H -2.49 -0.06 -2.76 -0.03
H 3.94 2.67 1.52 -0.05
H -4.32 -3.64 3.38 0.61
H 2.09 1.51 -3.35 -0.09
H -2.32 0.14 -3.31 0.73
H -1.72 6.02 0.83 0.36
H -2.00 -3.20 -0.04 0.16
H 0.91 -3.51 0.87 0.78
H -0.77 -6.14 6.72 0.33
H 1.84 -3.14 -1.74 -0.68
H 0.28 0.96 -6.39 0.80
H 0.49 -2.49 1.83 -0.75
H 3.22 -4.66 -5.61 0.49
H 2.79 6.32 0.55 0.38
H -3.72 5.99 -1.59 0.32
H -1.73 1.07 4.29 0.46
H -1.26 -6.84 5.24 0.50
H 1.33 -1.08 2.33 -0.68
H 0.05 2.66 -1.87 -1.65
H -0.50 -2.63 -7.30 0.30
H -4.61 1.85 0.67 -0.60
H 5.67 0.48 4.75 0.45
H 1.09 -2.93 5.89 -0.20
H 4.01 0.20 1.83 1.05
H 2.92 -3.00 -6.17 0.57
H 3.61 -3.81 -3.09 0.53
H -3.78 0.26 3.60 0.47
H -0.43 -2.84 -0.70 0.31
H 1.80 5.39 -0.50 0.14
H -0.97 -1.67 3.77 0.17
H 0.77 0.09 -2.59 0.01
H 0.20 3.15 1.85 -0.22
H 0.50 -2.17 4.39 0.42
H -0.09 -1.56 3.18 -1.05
H -6.89 1.15 -3.01 0.42
H 3.78 5.03 2.46 0.45
H 3.98 -3.03 -1.02 0.82
H -7.26 2.53 -1.74 0.39
H 2.55 -1.72 -0.69 -2.28
H -5.63 -0.60 -0.79 0.54
H 0.35 -6.80 5.59 0.37
H -1.11 1.97 -3.29 -0.86
H 4.78 -2.13 2.31 0.49
H -0.31 -3.83 6.88 0.48
H 4.60 -2.55 0.58 0.48
H 2.36 -1.30 2.95 0.11
H 4.57 1.66 3.47 0.28
H -1.55 3.03 1.91 0.44
H -0.12 1.35 3.41 0.14
H 2.52 4.48 3.44 0.44
H -5.00 -0.35 -2.40 0.49
H -1.07 -2.89 1.41 -0.44
H -3.29 -1.25 -0.79 -0.16
H 4.24 -1.56 -1.60 0.44
H -1.64 0.43 -1.24 0.20
H 3.26 0.61 -2.26 1.54
H -0.63 1.17 -2.40 1.05
H 2.67 -1.05 -5.43 0.19
H -2.76 6.56 -2.70 0.39
H -2.46 3.93 -1.19 0.39
H -1.32 -1.08 -7.01 0.41
H 1.24 -3.97 6.04 0.38
H 2.77 1.32 -0.22 -0.96
H 0.95 -3.72 -4.20 0.54
H 1.48 -5.07 3.97 0.47
H -0.15 1.32 5.04 0.63
H 2.02 3.09 -1.95 0.08
H 0.02 -2.76 5.47 -0.50
H -2.57 -1.29 3.36 0.93
H 3.62 -2.21 -3.95 0.41
H 2.45 0.98 2.20 -0.63
H -0.32 4.26 -2.77 0.63
H -3.14 0.41 1.92 -0.18
H 2.08 -0.24 -2.52 -0.54
H 2.12 -0.77 -7.13 0.75
H -2.51 -1.58 2.14 -1.62
H 0.36 4.19 -1.05 -1.54
```

Calculated values
- Gap between HOMO and LUMO: 6.725 eV
- Total charge: 0


Record 3
The following is a DFT calculation (ωB97M-V with the def2-TZVPD basis set) of C22H24Br2N2PtSi as an isolated structure.

```
52
Properties=species:S:1:pos:R:3:mulliken_charge:R:1
Pt -0.13 -0.16 -0.17 0.36
Br 6.62 2.75 2.35 -0.19
Br 2.66 -5.75 -2.42 -0.22
Si -1.46 -2.48 1.88 0.50
N 1.34 2.06 -0.56 0.09
N -1.15 1.45 -1.62 -0.08
C 0.51 -3.93 -1.96 -0.71
C -2.24 3.13 -3.54 -0.32
C 3.44 3.36 -0.22 -0.67
C 4.13 1.52 1.75 -0.66
C -0.48 2.53 -2.04 0.47
C 4.64 3.50 0.46 -0.77
C -2.95 -2.37 0.73 -0.57
C 1.85 -4.18 -1.71 0.13
C -0.29 -1.03 1.66 -1.28
C -0.99 3.40 -2.99 -0.69
C -2.93 2.02 -3.11 -0.79
C 2.60 -3.31 -0.95 -0.75
C -2.10 -2.44 3.65 -1.17
C -0.55 -4.11 1.66 -0.98
C 0.66 -1.87 -0.67 -0.66
C 2.59 2.30 0.07 0.23
C -2.35 1.21 -2.14 0.07
C 0.85 2.83 -1.44 -0.08
C -0.07 -2.79 -1.43 0.22
C 4.97 2.57 1.44 0.12
C 2.93 1.39 1.06 0.31
C 2.01 -2.16 -0.43 0.55
H -2.73 -3.32 3.86 0.29
H -2.66 3.78 -4.30 0.43
H 0.35 -4.00 1.05 0.20
H 1.34 3.73 -1.81 0.15
H -3.10 -3.29 0.17 0.32
H -0.41 4.26 -3.29 0.36
H 4.40 0.81 2.52 0.43
H -1.27 -2.45 4.36 0.30
H 2.23 0.59 1.28 0.27
H -1.13 -2.61 -1.61 0.29
H -1.18 -4.86 1.17 0.32
H 5.30 4.32 0.24 0.41
H -2.85 0.33 -1.76 0.30
H -3.87 -2.17 1.29 0.38
H -3.90 1.76 -3.51 0.41
H 3.65 -3.51 -0.76 0.40
H -0.07 -4.63 -2.55 0.40
H -2.70 -1.55 3.84 0.29
H -0.25 -4.51 2.63 0.37
H 2.61 -1.49 0.16 0.26
H 3.19 4.10 -0.98 0.28
H -2.80 -1.55 0.02 -0.30
H -0.66 -0.17 2.24 0.66
H 0.68 -1.31 2.08 0.29
```

Calculated values
- Gap between HOMO and LUMO: 6.365 eV
- Total charge: 0
- ΔE to the lowest compared entry with this formula, charge and spin: 80.9 kJ/mol


Record 4
The following is a DFT calculation (ωB97M-V with the def2-TZVPD basis set) of an isolated molecule of C4H10O2.

```
16
Properties=species:S:1:pos:R:3:mulliken_charge:R:1
O -1.58 0.93 -2.18 -0.51
O -0.07 -1.55 0.87 -0.54
C -0.13 0.60 -0.32 -0.72
C -1.19 -0.04 -1.21 -0.38
C 1.48 0.14 1.59 -1.40
C 0.72 -0.45 0.43 0.36
H -2.05 -0.42 -0.65 0.25
H -0.75 -0.92 -1.70 0.33
H -0.59 1.26 0.40 0.30
H 0.51 1.15 -1.00 0.35
H -0.87 -1.20 1.28 0.33
H -2.03 0.46 -2.89 0.30
H 1.41 -0.86 -0.30 0.29
H 0.88 0.77 2.27 0.33
H 2.30 0.79 1.26 0.37
H 1.97 -0.66 2.15 0.34
```

Calculated values
- Gap between HOMO and LUMO: 11.113 eV
- Total charge: 0
- Structure (SMILES): C[C@@H](O)CCO
- ΔE to the lowest compared entry with this formula, charge and spin: 80.8 kJ/mol


Record 5
The following is a DFT calculation (ωB97M-V with the def2-TZVPD basis set) of C23H17ClN7O4PdSSe2 as an isolated structure.

```
56
Properties=species:S:1:pos:R:3:mulliken_charge:R:1
Pd -0.15 0.43 0.18 -0.01
Se -3.18 -3.55 -0.04 0.17
Se -0.28 -2.04 -0.44 -0.24
Cl 5.97 0.26 -0.13 -0.15
S -0.29 2.91 -0.10 -0.23
O 4.52 -0.29 4.15 -0.62
O 6.20 -0.31 2.72 -0.64
O 2.06 -0.20 4.04 -0.83
O 0.40 -0.38 2.57 -0.55
N -2.45 0.26 -0.35 -0.04
N 2.19 -0.09 0.50 0.32
N 1.02 2.46 2.25 0.06
N -1.21 2.03 2.29 -0.60
N 3.28 0.01 -0.29 0.15
N -2.15 -2.06 -0.22 -0.32
N -4.69 -2.58 -0.04 -0.92
C 2.35 2.79 1.95 0.65
C 5.01 -0.28 2.93 0.45
C 3.22 2.82 3.05 -0.27
C -4.35 -1.29 -0.15 0.84
C 2.61 -0.25 1.74 -0.02
C -4.72 1.07 -0.34 -0.65
C 4.20 3.33 0.53 -0.60
C 1.59 -0.31 2.88 0.66
C 4.40 -0.03 0.48 -0.13
C 4.56 3.10 2.88 -0.57
C 4.03 -0.20 1.80 0.07
C -0.11 2.32 1.49 -0.03
C -5.24 -0.21 -0.20 -0.65
C -2.94 -0.98 -0.24 0.57
C 2.83 0.19 -4.49 -0.44
C 3.14 0.05 -1.72 0.83
C 4.00 -0.31 -3.93 -0.81
C -3.34 1.26 -0.41 -0.49
C 4.16 -0.39 -2.56 -0.73
C 5.07 3.36 1.61 -0.64
C 1.95 0.50 -2.27 0.31
C 2.85 3.05 0.68 -0.40
C 1.81 0.57 -3.64 -1.05
H 2.72 0.24 -5.56 0.39
H 5.22 3.08 3.74 0.37
H 0.89 2.17 3.21 0.39
H 4.58 3.51 -0.47 0.38
H -5.37 1.93 -0.39 0.40
H 0.86 0.92 -4.05 0.44
H 5.06 -0.82 -2.16 0.45
H -1.02 1.21 2.88 0.34
H 4.80 -0.66 -4.57 0.37
H 2.20 3.01 -0.18 0.25
H 2.84 2.57 4.03 0.27
H 3.48 -0.30 4.13 0.45
H 6.12 3.56 1.47 0.38
H -2.92 2.25 -0.51 0.46
H -6.30 -0.40 -0.13 0.41
H -2.04 1.88 1.74 0.36
H 1.10 0.72 -1.64 0.44
```

Calculated values
- Spin multiplicity: 3
- Gap between HOMO and LUMO (alpha / beta): 6.464 / 6.295 eV
- Total charge: -1
- ΔE to the lowest compared entry with this formula, charge and spin: 25.0 kJ/mol


no.,DFT total energy (eV)
1,-86206.83864
2,-109254.48928
3,-177392.33527
4,-8404.70956
5,-200281.07164